# F10N5O20S10Zr

A molecular structure, F10N5O20S10Zr (ωB97M-V/def2-TZVPD, the OMol25 dataset).

* HOMO energy: -9.3398 eV
* lowest unoccupied orbital energy: -7.26 eV
* E: -185179.2049 eV
* charge: -1

```
46
Properties=species:S:1:pos:R:3:lowdin_charge:R:1
Zr 0.112 0.103 -0.014 1.8295
S -0.023 -4.776 0.748 0.6188
S -0.553 1.486 -4.675 0.5393
S -4.688 -1.334 -0.167 0.4980
S -4.352 -0.561 1.862 0.4695
S -0.592 4.881 0.461 0.4394
S 3.629 -0.948 3.354 0.4577
S 2.493 0.696 4.408 0.5919
S 0.900 -4.536 -1.504 0.4861
S 1.629 4.610 0.064 0.5868
S 1.546 0.605 -4.677 0.4876
F -1.630 1.781 -3.520 -0.2407
F 2.529 3.279 -0.171 -0.2489
F 1.255 1.680 4.155 -0.2001
F -3.140 -0.042 2.834 -0.2528
F 0.340 -3.822 -2.826 -0.1971
F 3.927 -1.730 1.941 -0.2337
F 0.060 -3.727 1.995 -0.2344
F -2.000 4.046 0.634 -0.2521
F 2.421 -0.164 -3.503 -0.2789
F -3.873 -1.617 -1.499 -0.1984
O 0.108 -5.737 -1.679 -0.2483
O 2.326 -4.609 -1.739 -0.2203
O 3.604 1.624 4.615 -0.2419
O 3.489 -2.084 4.282 -0.2213
O 2.322 1.810 -4.991 -0.2276
O -0.658 5.539 1.747 -0.2177
O 1.007 -5.728 1.067 -0.2334
O 4.908 -0.260 3.401 -0.2200
O -5.761 -0.506 -0.675 -0.2168
O 2.207 5.208 1.271 -0.2336
O -5.308 0.559 1.921 -0.2184
O -1.454 0.664 -5.456 -0.2303
O -0.264 2.824 -5.057 -0.2097
O 1.825 5.167 -1.263 -0.2322
O 1.990 -0.053 5.576 -0.2485
O -0.968 5.579 -0.766 -0.2212
O -1.399 -5.261 0.942 -0.2324
O 1.495 -0.421 -5.720 -0.2244
O -4.590 -1.755 2.649 -0.2176
O -5.078 -2.684 0.136 -0.2127
N -3.354 -0.602 0.622 -0.2124
N 0.363 -3.436 -0.410 -0.2284
N 2.428 -0.077 2.793 -0.2261
N 0.526 0.755 -3.471 -0.2281
N 0.243 3.576 0.304 -0.2441
```

***

# F12InNO3P2

A molecular structure, F12InNO3P2 (ωB97M-V/def2-TZVPD, the OMol25 dataset).

* HOMO energy: -12.6801 eV
* lowest unoccupied orbital energy: -8.57 eV
* relative energy (zero: lowest compared OMol25 entry of this formula, charge and spin): 0.0 kJ/mol
* E: -63994.3101 eV

```
19
Properties=species:S:1:pos:R:3:lowdin_charge:R:1
In 0.545 2.008 -0.451 1.5092
P 2.482 -0.910 -0.128 0.1683
P -2.174 -0.294 -1.481 0.1506
F -3.462 -0.569 -0.601 -0.1077
F 1.226 -1.453 -0.974 -0.1286
F 2.393 0.531 -1.041 -0.2776
F 3.487 -1.539 -1.175 -0.0903
F 3.676 -0.212 0.689 -0.1281
F -2.163 1.294 -1.028 -0.2403
F -0.792 0.086 -2.306 -0.2021
F 2.490 -2.166 0.831 -0.0910
F -2.009 -1.791 -1.951 -0.0927
F 1.386 -0.154 0.849 -0.2374
F -3.032 0.062 -2.779 -0.1175
F -1.283 -0.535 -0.100 -0.2099
O -0.945 0.886 1.830 0.1751
O 0.166 2.261 2.934 0.1837
O -1.297 1.090 3.929 0.2807
N -0.693 1.407 2.954 -0.5444
```

***

Frontier orbital gap across the listed records, respectively: 2.1, 4.1 eV.